Below is C29H18ClMnN3OS as an isolated structure, with properties calculated with the ωB97M-V functional and the def2-TZVPD basis.

The geometry in ORCA input format:
```
! RIJCOSX wB97M-V def2-TZVPD def2/J DEFGRID3
* xyz 0 6
Mn -2.266 0.127 0.748
Cl -0.979 -6.549 3.639
C -1.526 -5.010 3.044
C -2.852 -4.623 3.241
C -3.284 -3.405 2.775
C -2.428 -2.523 2.088
O -2.925 -1.383 1.669
C -1.080 -2.927 1.894
C -0.062 -2.135 1.249
N -0.245 -0.990 0.682
C 0.790 -0.226 0.148
C 2.143 -0.471 0.072
C 2.981 0.454 -0.552
C 2.478 1.621 -1.201
C 1.163 1.927 -1.142
C 0.429 2.969 -1.938
C -0.960 3.388 -1.443
C -2.023 2.715 -0.946
N -2.168 1.335 -0.778
C 0.259 1.099 -0.306
C -0.659 -4.177 2.389
H -3.530 -5.285 3.762
H -4.308 -3.089 2.921
H 0.941 -2.566 1.276
H 2.573 -1.382 0.469
H 4.041 0.245 -0.608
H 3.154 2.218 -1.802
H 1.032 3.875 -1.983
H -1.122 4.456 -1.525
H -2.886 3.294 -0.642
H 0.371 -4.481 2.247
S 0.401 2.426 -3.749
C 0.960 0.747 -3.687
C 2.087 0.376 -4.409
C 2.535 -0.938 -4.400
C 1.858 -1.889 -3.650
C 0.731 -1.536 -2.924
C 0.280 -0.221 -2.933
N -0.916 0.147 -2.306
C -0.957 0.786 -1.222
C -0.086 1.845 1.014
C 0.815 2.739 1.579
C 0.537 3.321 2.809
C -0.629 3.009 3.490
C -1.527 2.099 2.941
C -1.242 1.524 1.714
H 2.616 1.133 -4.973
H 3.410 -1.213 -4.972
H 2.203 -2.915 -3.635
H 0.181 -2.274 -2.353
H 1.731 2.988 1.058
H 1.240 4.026 3.236
H -0.842 3.468 4.447
H -2.436 1.850 3.475
*
```

Values from the calculation:
- ⟨S²⟩ = 9.0349
- LUMO (alpha / beta) (Ha) = -0.038 / -0.049
- frontier orbital gap (alpha / beta) (eV) = 5.947 / 6.799

Mulliken charges, unit e, in atom order: number 1, Mn, carries -0.096; number 2, Cl, carries -0.228; number 3, C, carries 0.168; number 4, C, carries -0.514; number 5, C, carries -0.612; number 6, C, carries 0.657; number 7, O, carries -0.853; number 8, C, carries 0.278; number 9, C, carries 0.336; number 10, N, carries 0.424; number 11, C, carries -1.266; number 12, C, carries -0.542; number 13, C, carries -1.213; number 14, C, carries -0.313; number 15, C, carries -0.933; number 16, C, carries -0.195; number 17, C, carries -0.734; number 18, C, carries -0.589; number 19, N, carries -0.745; number 20, C, carries 5.290; number 21, C, carries -1.233; number 22, H, carries 0.400; number 23, H, carries 0.434; number 24, H, carries 0.175; number 25, H, carries 0.355; number 26, H, carries 0.406; number 27, H, carries 0.438; number 28, H, carries 0.924; number 29, H, carries 0.378; number 30, H, carries 0.438; number 31, H, carries 0.413; number 32, S, carries -0.248; number 33, C, carries 0.165; number 34, C, carries -0.473; number 35, C, carries -0.630; number 36, C, carries -0.663; number 37, C, carries -0.463; number 38, C, carries 0.688; number 39, N, carries -0.765; number 40, C, carries 0.568; number 41, C, carries -0.250; number 42, C, carries -0.730; number 43, C, carries -0.967; number 44, C, carries -0.643; number 45, C, carries -0.812; number 46, C, carries 0.318; number 47, H, carries 0.453; number 48, H, carries 0.394; number 49, H, carries 0.396; number 50, H, carries 0.471; number 51, H, carries 0.431; number 52, H, carries 0.432; number 53, H, carries 0.419; number 54, H, carries 0.464

---

Below is C29H18F17N5O2SSeV as an isolated structure, with properties calculated with the ωB97M-V functional and the def2-TZVPD basis.

The geometry in ORCA input format:
```
! RIJCOSX wB97M-V def2-TZVPD def2/J DEFGRID3
* xyz -1 3
V -1.265 -0.138 -0.618
C 2.656 1.673 4.892
C 2.128 1.297 3.526
C 2.647 1.847 2.345
C 2.070 1.474 1.116
C 0.995 0.561 1.089
N 0.628 0.134 -0.205
C 1.508 -0.083 -1.291
C 2.558 -1.000 -1.095
C 3.366 -1.246 -2.157
C 3.240 -0.645 -3.403
C 4.018 -1.181 -4.604
C 2.235 0.295 -3.585
C 1.355 0.572 -2.498
C 0.122 1.458 -2.791
O -0.981 1.250 -2.002
C 0.606 2.870 -2.491
F 1.095 2.987 -1.245
F 1.707 3.168 -3.259
F -0.312 3.800 -2.630
C -0.429 1.410 -4.214
F -1.677 1.996 -4.215
F 0.323 2.013 -5.145
F -0.694 0.140 -4.558
C 0.548 -0.009 2.276
C 1.070 0.397 3.485
C -0.560 -1.078 2.253
O -1.206 -1.241 1.075
C -1.654 -0.790 3.291
F -2.810 -1.487 3.072
F -1.179 -1.143 4.545
F -1.953 0.514 3.281
C 0.082 -2.475 2.599
F -0.867 -3.420 2.633
F 0.705 -2.567 3.796
F 0.942 -2.923 1.703
H 3.395 2.494 4.974
H 3.153 0.775 5.369
H 1.865 1.968 5.543
H 3.527 2.489 2.412
H 2.490 1.791 0.149
H 2.765 -1.370 -0.131
H 4.059 -2.124 -2.069
H 5.006 -1.423 -4.267
H 4.101 -0.454 -5.498
H 3.567 -2.146 -4.914
H 2.123 0.666 -4.565
H 0.958 -0.222 4.355
C -2.035 4.641 1.272
C -3.034 3.837 0.555
N -4.213 4.155 0.119
N -4.665 2.981 -0.419
C -3.774 1.925 -0.418
S -3.820 0.303 -0.941
N -2.735 2.480 0.308
N -1.530 1.839 0.553
H -1.566 4.013 2.069
H -2.502 5.586 1.564
H -1.211 4.774 0.596
H -5.498 2.959 -0.972
H -0.783 2.335 0.129
H -1.371 1.677 1.507
F -1.330 -6.607 1.622
C -1.504 -5.707 0.655
C -0.394 -5.277 -0.058
F 0.787 -5.778 0.222
C -0.560 -4.199 -0.948
F 0.521 -3.785 -1.638
C -1.749 -3.498 -1.114
Se -1.853 -2.026 -2.382
C -2.789 -3.922 -0.289
F -3.998 -3.286 -0.340
C -2.671 -4.949 0.649
F -3.747 -5.345 1.370
*
```

Values from the calculation:
- ⟨S²⟩ = 2.0152
- LUMO (alpha / beta) (Ha) = 0.082 / 0.082
- frontier orbital gap (alpha / beta) (eV) = 7.045 / 7.096

Mulliken charges, unit e, in atom order: number 1, V, carries -0.257; number 2, C, carries -1.657; number 3, C, carries 0.631; number 4, C, carries -1.330; number 5, C, carries -0.467; number 6, C, carries 0.130; number 7, N, carries 1.995; number 8, C, carries 0.079; number 9, C, carries -0.771; number 10, C, carries -0.674; number 11, C, carries 0.641; number 12, C, carries -1.446; number 13, C, carries -1.242; number 14, C, carries -0.757; number 15, C, carries 2.069; number 16, O, carries -0.620; number 17, C, carries 0.056; number 18, F, carries -0.159; number 19, F, carries -0.317; number 20, F, carries -0.270; number 21, C, carries 0.377; number 22, F, carries -0.246; number 23, F, carries -0.249; number 24, F, carries -0.206; number 25, C, carries -1.488; number 26, C, carries -0.369; number 27, C, carries 2.024; number 28, O, carries -0.365; number 29, C, carries 0.297; number 30, F, carries -0.230; number 31, F, carries -0.277; number 32, F, carries -0.212; number 33, C, carries 0.406; number 34, F, carries -0.278; number 35, F, carries -0.314; number 36, F, carries -0.210; number 37, H, carries 0.370; number 38, H, carries 0.291; number 39, H, carries 0.349; number 40, H, carries 0.349; number 41, H, carries 0.298; number 42, H, carries 0.634; number 43, H, carries 0.218; number 44, H, carries 0.404; number 45, H, carries 0.354; number 46, H, carries 0.278; number 47, H, carries 0.579; number 48, H, carries 0.524; number 49, C, carries -1.113; number 50, C, carries 0.838; number 51, N, carries -0.908; number 52, N, carries 0.187; number 53, C, carries 0.212; number 54, S, carries -0.391; number 55, N, carries -0.005; number 56, N, carries 0.031; number 57, H, carries 0.239; number 58, H, carries 0.376; number 59, H, carries 0.247; number 60, H, carries 0.216; number 61, H, carries 0.136; number 62, H, carries 0.534; number 63, F, carries -0.351; number 64, C, carries 0.443; number 65, C, carries 0.120; number 66, F, carries -0.363; number 67, C, carries 0.606; number 68, F, carries -0.410; number 69, C, carries -0.282; number 70, Se, carries -0.334; number 71, C, carries 0.411; number 72, F, carries -0.415; number 73, C, carries 0.399; number 74, F, carries -0.364

---

Below is C29H20AsClF2NPRuS4 as an isolated structure, with properties calculated with the ωB97M-V functional and the def2-TZVPD basis.

The geometry in ORCA input format:
```
! RIJCOSX wB97M-V def2-TZVPD def2/J DEFGRID3
* xyz -1 2
Ru -0.273 0.208 -0.154
Cl -0.129 -0.755 2.233
C -0.933 0.320 3.327
C -0.929 0.002 4.674
C -1.580 0.834 5.568
C -2.233 1.962 5.090
C -2.228 2.262 3.737
C -1.569 1.448 2.805
P -1.838 1.621 0.973
C -2.739 3.229 1.019
C -2.100 4.401 1.426
C -2.776 5.610 1.434
C -4.105 5.666 1.031
C -4.747 4.508 0.623
C -4.066 3.297 0.617
C -1.005 2.308 -0.784
C -0.043 3.318 -0.830
C -0.008 4.210 -1.888
C -0.949 4.130 -2.904
C -1.951 3.173 -2.839
C -1.975 2.273 -1.788
H -0.404 -0.884 5.004
H -1.573 0.606 6.626
H -2.755 2.619 5.773
H -2.764 3.138 3.408
H -1.063 4.365 1.739
H -2.264 6.510 1.750
H -4.635 6.611 1.032
H -5.782 4.543 0.306
H -4.571 2.393 0.297
H 0.686 3.407 -0.037
H 0.766 4.967 -1.922
H -0.905 4.814 -3.743
H -2.696 3.105 -3.621
H -2.751 1.516 -1.744
F 2.028 1.618 -4.841
C 1.052 0.936 -4.212
C 0.994 0.965 -2.839
C -0.026 0.279 -2.190
C -0.966 -0.451 -2.951
C -0.836 -0.446 -4.337
F -1.717 -1.134 -5.110
C 0.152 0.239 -5.001
C -2.006 -1.155 -2.210
C -3.047 -1.926 -2.741
C -3.942 -2.539 -1.890
C -3.804 -2.386 -0.517
C -2.770 -1.601 -0.057
N -1.906 -0.999 -0.876
H 1.759 1.492 -2.288
H 0.227 0.220 -6.077
H -3.138 -2.042 -3.807
H -4.744 -3.140 -2.298
H -4.478 -2.858 0.183
H -2.610 -1.433 1.000
S 4.093 -0.632 -1.646
As 2.947 -0.768 0.095
S 0.978 -1.787 -0.382
S 1.787 1.166 0.355
S 3.732 -1.464 1.901
*
```

Values from the calculation:
- ⟨S²⟩ = 0.7623
- LUMO (alpha / beta) (Ha) = 0.080 / 0.037
- frontier orbital gap (alpha / beta) (eV) = 6.388 / 5.246

Mulliken charges, unit e, in atom order: number 1, Ru, carries -0.922; number 2, Cl, carries -0.085; number 3, C, carries 0.446; number 4, C, carries -0.804; number 5, C, carries -0.438; number 6, C, carries -0.852; number 7, C, carries -0.724; number 8, C, carries 0.155; number 9, P, carries 0.759; number 10, C, carries 0.022; number 11, C, carries 0.162; number 12, C, carries -0.840; number 13, C, carries -0.493; number 14, C, carries -0.735; number 15, C, carries -0.411; number 16, C, carries 2.335; number 17, C, carries -0.958; number 18, C, carries -1.028; number 19, C, carries -0.665; number 20, C, carries -1.045; number 21, C, carries -0.118; number 22, H, carries 0.483; number 23, H, carries 0.365; number 24, H, carries 0.394; number 25, H, carries 0.238; number 26, H, carries 0.397; number 27, H, carries 0.410; number 28, H, carries 0.390; number 29, H, carries 0.403; number 30, H, carries 0.412; number 31, H, carries 0.439; number 32, H, carries 0.476; number 33, H, carries 0.383; number 34, H, carries 0.450; number 35, H, carries 0.544; number 36, F, carries -0.386; number 37, C, carries 0.032; number 38, C, carries -0.623; number 39, C, carries 1.308; number 40, C, carries -0.147; number 41, C, carries 0.848; number 42, F, carries -0.373; number 43, C, carries -1.069; number 44, C, carries 0.082; number 45, C, carries -1.165; number 46, C, carries -0.385; number 47, C, carries -1.009; number 48, C, carries -0.336; number 49, N, carries 0.942; number 50, H, carries 0.917; number 51, H, carries 0.513; number 52, H, carries 0.567; number 53, H, carries 0.421; number 54, H, carries 0.439; number 55, H, carries 0.358; number 56, S, carries -0.503; number 57, As, carries 0.353; number 58, S, carries -0.401; number 59, S, carries -0.410; number 60, S, carries -0.519

---

Below is C29H20Co2NO6 as an isolated structure, with properties calculated with the ωB97M-V functional and the def2-TZVPD basis.

The geometry in ORCA input format:
```
! RIJCOSX wB97M-V def2-TZVPD def2/J DEFGRID3
* xyz -1 1
O -0.758 1.414 -1.551
C -1.805 1.503 -1.060
Co -3.367 1.876 -0.272
C -4.502 1.072 -1.335
O -5.148 0.475 -2.082
C -3.439 0.590 0.936
O -3.438 -0.169 1.807
C -2.690 2.915 1.434
C -1.317 2.894 1.540
C -0.279 2.163 2.023
C 0.986 2.793 2.311
C 1.791 2.278 3.368
C 3.123 2.655 3.484
C 3.687 3.543 2.542
C 2.870 4.135 1.569
C 1.505 3.878 1.552
Co -1.953 4.095 0.319
C -2.043 5.844 0.689
O -2.157 6.989 0.823
C -3.276 3.753 -1.010
O -3.880 4.346 -1.830
C -0.680 4.246 -0.954
O 0.007 4.421 -1.870
H -3.405 3.088 2.232
H -0.418 1.117 2.354
H 1.314 1.610 4.098
H 3.705 2.264 4.324
H 4.755 3.774 2.558
H 3.292 4.779 0.792
H 0.855 4.428 0.866
C 2.021 -5.315 -0.960
N 1.251 -4.073 -0.922
C 0.045 -4.044 -0.229
C -0.606 -2.800 -0.059
C 0.057 -1.505 -0.425
H 0.321 -0.816 0.448
C 1.157 -1.699 -1.422
C 1.727 -2.976 -1.636
C 2.728 -3.131 -2.623
C 3.069 -2.063 -3.450
C 2.484 -0.800 -3.253
C 1.550 -0.631 -2.235
C -1.951 -2.781 0.320
C -2.638 -3.953 0.630
C -1.962 -5.179 0.561
C -0.619 -5.225 0.189
H 3.096 -5.095 -1.026
H 1.848 -5.854 -0.022
H 1.761 -5.978 -1.801
H -0.714 -0.916 -0.935
H 3.191 -4.107 -2.776
H 3.804 -2.209 -4.241
H 2.739 0.041 -3.908
H 1.075 0.342 -2.082
H -2.474 -1.822 0.329
H -3.698 -3.900 0.904
H -2.495 -6.098 0.808
H -0.101 -6.182 0.158
*
```

Values from the calculation:
- LUMO (Ha) = 0.088
- frontier orbital gap (eV) = 6.440

Mulliken charges, unit e, in atom order: number 1, O, carries -0.422; number 2, C, carries 0.404; number 3, Co, carries -0.222; number 4, C, carries 0.282; number 5, O, carries -0.407; number 6, C, carries 0.385; number 7, O, carries -0.379; number 8, C, carries -0.417; number 9, C, carries -0.544; number 10, C, carries -0.346; number 11, C, carries 1.006; number 12, C, carries -0.570; number 13, C, carries -0.361; number 14, C, carries -0.442; number 15, C, carries -0.611; number 16, C, carries -0.417; number 17, Co, carries 0.301; number 18, C, carries -0.009; number 19, O, carries -0.421; number 20, C, carries 0.553; number 21, O, carries -0.558; number 22, C, carries 0.225; number 23, O, carries -0.396; number 24, H, carries 0.649; number 25, H, carries 0.243; number 26, H, carries 0.359; number 27, H, carries 0.334; number 28, H, carries 0.339; number 29, H, carries 0.367; number 30, H, carries 0.060; number 31, C, carries -1.554; number 32, N, carries 0.133; number 33, C, carries 0.697; number 34, C, carries -0.085; number 35, C, carries 0.568; number 36, H, carries 0.132; number 37, C, carries 0.134; number 38, C, carries 0.511; number 39, C, carries -0.731; number 40, C, carries -0.560; number 41, C, carries -0.908; number 42, C, carries -0.255; number 43, C, carries 0.109; number 44, C, carries -0.775; number 45, C, carries -0.596; number 46, C, carries -0.671; number 47, H, carries 0.518; number 48, H, carries 0.464; number 49, H, carries 0.329; number 50, H, carries -0.102; number 51, H, carries 0.311; number 52, H, carries 0.353; number 53, H, carries 0.379; number 54, H, carries 0.566; number 55, H, carries 0.072; number 56, H, carries 0.379; number 57, H, carries 0.338; number 58, H, carries 0.257